The following is a quantum chemistry calculation of a molecular structure, C18H43BN3O10P3 at a distorted geometry, from the OMol25 dataset.

Element x y z (Å)
N1 4.138 2.354 2.821
B1 3.450 3.713 2.544
O1 4.391 4.828 2.181
O2 1.970 3.868 2.598
P1 1.449 4.075 4.283
O3 2.566 4.873 5.122
O4 1.124 2.487 5.010
O5 -0.081 4.974 4.200
P2 -0.880 4.281 2.817
P3 -3.051 4.260 3.004
O6 -3.614 4.747 4.398
O7 -3.625 2.597 2.770
O8 -3.700 5.163 1.625
H1 3.386 1.760 3.235
H2 4.391 1.937 1.884
H3 3.865 5.681 2.226
H4 0.902 1.821 4.267
H5 -0.476 2.868 2.842
H6 -3.414 2.433 1.795
H7 -3.118 4.828 0.856
C1 -5.961 1.407 -2.818
C2 -4.414 1.429 -2.970
C3 -3.987 0.703 -4.277
C4 -4.049 -0.820 -4.195
C5 -3.309 -1.333 -2.963
C6 -3.791 -0.665 -1.651
N2 -3.797 0.832 -1.738
O9 -2.462 1.268 -1.672
C7 -5.212 -1.193 -1.303
C8 -2.914 -1.192 -0.469
C9 -4.074 2.946 -3.156
H8 -6.265 1.413 -1.766
H9 -6.433 2.289 -3.268
H10 -6.421 0.545 -3.309
H11 -2.954 0.983 -4.534
H12 -4.609 1.038 -5.115
H13 -5.091 -1.158 -4.184
H14 -3.598 -1.251 -5.095
H15 -3.431 -2.425 -2.904
H16 -2.230 -1.160 -3.108
H17 -5.612 -0.692 -0.412
H18 -5.187 -2.269 -1.086
H19 -5.934 -1.078 -2.109
H20 -1.846 -1.001 -0.617
H21 -3.017 -2.279 -0.358
H22 -3.219 -0.737 0.480
H23 -4.337 3.522 -2.262
H24 -4.633 3.373 -3.997
H25 -3.015 3.119 -3.377
C10 2.740 -4.209 -0.613
C11 2.796 -2.688 -0.295
C12 3.875 -1.991 -1.171
C13 5.309 -2.234 -0.707
C14 5.464 -1.928 0.779
C15 4.438 -2.685 1.658
N3 3.028 -2.508 1.177
O10 2.621 -1.206 1.520
C16 4.813 -4.194 1.693
C17 4.623 -2.236 3.144
C18 1.404 -2.152 -0.769
H26 2.426 -4.793 0.258
H27 2.013 -4.440 -1.402
H28 3.696 -4.602 -0.970
H29 3.703 -0.904 -1.172
H30 3.781 -2.314 -2.214
H31 5.607 -3.266 -0.919
H32 5.989 -1.597 -1.283
H33 6.490 -2.176 1.088
H34 5.363 -0.840 0.923
H35 4.069 -4.772 2.256
H36 5.781 -4.345 2.187
H37 4.918 -4.644 0.708
H38 4.506 -1.155 3.277
H39 5.630 -2.480 3.505
H40 3.908 -2.744 3.801
H41 0.590 -2.592 -0.183
H42 1.224 -2.403 -1.821
H43 1.324 -1.061 -0.702

Results
LUMO energy (spin up / spin down) = -1.15 / -1.15 eV
E_HOMO (spin up / spin down) = -9.49 / -9.81 eV
Multiplicity = 3
Kohn-Sham gap (spin up / spin down) = 8.34 / 8.66 eV

For reference, the Löwdin charges in units of e are: 0.122 -0.542 0.051 -0.175 0.726 -0.310 -0.196 -0.511 0.785 0.508 -0.386 -0.255 -0.254 0.053 0.086 0.110 0.092 -0.042 0.061 0.070 -0.041 -0.470 -0.137 -0.187 -0.139 -0.478 -0.031 -0.043 -0.043 -0.042 -0.050 0.087 0.082 0.069 0.123 0.125 0.103 0.115 0.125 0.124 0.092 0.089 0.056 0.065 0.086 0.083 0.082 0.085 0.074 -0.041 -0.468 -0.138 -0.187 -0.138 -0.478 -0.026 -0.046 -0.044 -0.042 -0.055 0.087 0.080 0.069 0.122 0.125 0.103 0.115 0.127 0.119 0.092 0.089 0.055 0.067 0.086 0.088 0.085 0.083 0.073


The following is a quantum chemistry calculation of a molecular structure, C18H43F6GdNO6S2Si2 at a distorted geometry, from the OMol25 dataset.

Element x y z (Å)
O1 -0.483 -1.503 -1.411
O2 0.961 1.035 -3.840
C1 0.087 -2.883 -1.852
C2 -0.819 -3.950 -1.344
H1 1.066 -2.890 -1.387
H2 0.163 -2.794 -2.932
H3 -0.900 -3.910 -0.257
H4 -0.411 -4.926 -1.616
H5 -1.814 -3.899 -1.791
C3 -1.758 -1.021 -2.121
C4 -1.585 -1.209 -3.601
H6 -1.850 0.032 -1.837
H7 -2.576 -1.590 -1.674
H8 -0.580 -0.936 -3.939
H9 -2.292 -0.589 -4.163
H10 -1.807 -2.260 -3.823
C5 0.533 2.315 -3.369
C6 2.326 0.871 -4.229
C7 -0.792 2.669 -4.024
H11 1.306 3.073 -3.598
H12 0.408 2.274 -2.270
H13 -0.684 2.668 -5.115
H14 -1.110 3.661 -3.695
H15 -1.582 1.950 -3.768
C8 2.401 0.675 -5.738
H16 2.708 -0.030 -3.722
H17 2.936 1.737 -3.903
H18 1.684 -0.087 -6.082
H19 3.411 0.357 -6.009
H20 2.162 1.612 -6.258
H21 -0.475 -1.571 -0.383
Gd1 -0.339 0.170 1.974
C9 1.298 -0.712 0.302
Si1 3.008 -0.087 0.667
H22 1.329 -1.810 0.253
H23 1.188 -0.347 -0.728
C10 4.246 -0.742 -0.590
C11 3.428 -0.682 2.380
C12 3.126 1.779 0.584
C13 -1.983 -1.473 1.242
Si2 -3.395 -0.251 1.132
H24 -2.054 -1.974 2.231
H25 -2.152 -2.273 0.515
C14 -4.620 -0.725 -0.210
C15 -2.724 1.494 0.845
C16 -4.357 -0.213 2.740
H26 2.568 2.184 -0.270
H27 4.184 2.050 0.462
H28 2.748 2.257 1.494
H29 4.312 -1.836 -0.565
H30 5.229 -0.332 -0.334
H31 4.001 -0.430 -1.615
H32 2.692 -1.393 2.774
H33 3.504 0.168 3.057
H34 4.403 -1.175 2.308
H35 -3.538 1.960 0.277
H36 -1.822 1.592 0.219
H37 -2.604 2.072 1.773
H38 -5.432 -0.177 2.518
H39 -4.077 0.655 3.350
H40 -4.147 -1.120 3.322
H41 -5.631 -0.459 0.132
H42 -4.586 -1.813 -0.372
H43 -4.424 -0.221 -1.166
F1 -1.842 -2.096 5.260
C17 -0.693 -1.422 5.094
F2 0.214 -1.837 5.979
F3 -0.198 -1.792 3.806
S1 -0.959 0.408 5.021
O3 -1.869 0.515 3.831
O4 -1.339 0.991 6.269
N1 0.496 0.774 4.389
S2 0.658 2.360 3.973
O5 0.720 2.253 2.475
O6 -0.269 3.310 4.526
C18 2.424 2.802 4.514
F4 2.466 3.358 5.735
F5 3.211 1.695 4.547
F6 2.965 3.665 3.628

Results
LUMO energy (spin up / spin down) = -4.34 / -2.12 eV
Net charge = +1
E_HOMO (spin up / spin down) = -10.80 / -11.25 eV
Energy above the lowest of the compared OMol25 structures with the same formula, charge and spin = 34.81 kJ/mol
Multiplicity = 8
Kohn-Sham gap (spin up / spin down) = 6.46 / 9.13 eV

For reference, the Löwdin charges in units of e are: -0.177 -0.207 -0.101 -0.046 0.116 0.120 0.086 0.104 0.093 -0.116 -0.049 0.123 0.095 0.083 0.103 0.090 -0.266 -0.271 -0.067 0.124 0.105 0.085 0.081 0.059 -0.071 0.102 0.122 0.079 0.078 0.081 0.066 1.562 -0.357 0.371 0.008 0.011 -0.173 -0.164 -0.164 -0.389 0.378 -0.007 -0.022 -0.178 -0.213 -0.174 0.034 0.048 -0.009 0.034 0.038 0.017 0.028 0.009 0.042 0.057 0.013 0.040 0.039 0.027 0.039 0.040 0.040 0.027 0.166 -0.556 0.180 -0.010 0.686 -0.447 -0.192 -0.371 0.703 -0.453 -0.223 -0.578 0.162 0.115 0.145


The following is a quantum chemistry calculation of a molecular structure, C18H43F6NO6S2Si2V at a distorted geometry, from the OMol25 dataset.

Element x y z (Å)
O1 1.031 0.975 -0.947
O2 2.317 -2.967 -0.750
C1 0.559 0.736 -2.320
C2 0.427 2.021 -3.119
H1 -0.409 0.229 -2.223
H2 1.258 0.034 -2.810
H3 0.012 2.813 -2.497
H4 -0.229 1.891 -3.980
H5 1.395 2.345 -3.495
C3 2.203 1.911 -0.961
C4 3.532 1.206 -1.107
H6 2.143 2.402 0.016
H7 2.091 2.691 -1.724
H8 3.612 0.318 -0.476
H9 4.321 1.911 -0.825
H10 3.728 0.955 -2.157
C5 2.918 -3.584 0.418
C6 2.889 -3.360 -2.004
C7 3.940 -2.701 1.103
H11 3.371 -4.541 0.116
H12 2.085 -3.817 1.093
H13 4.827 -2.523 0.482
H14 4.260 -3.232 2.005
H15 3.522 -1.726 1.388
C8 4.399 -3.188 -2.069
H16 2.390 -2.746 -2.757
H17 2.615 -4.408 -2.206
H18 4.726 -2.173 -1.802
H19 4.727 -3.375 -3.099
H20 4.916 -3.895 -1.409
H21 0.543 -1.412 -0.612
V1 -0.501 1.519 0.660
C9 -0.236 -1.887 0.031
Si1 -0.963 -3.543 -0.617
H22 0.242 -2.022 1.007
H23 -1.065 -1.160 0.151
C10 -0.983 -3.630 -2.489
C11 -2.739 -3.820 -0.031
C12 -0.116 -5.151 -0.112
C13 -2.181 1.774 -0.611
Si2 -3.910 2.287 -0.099
H24 -2.073 0.735 -1.000
H25 -1.750 2.494 -1.340
C14 -4.970 0.747 0.031
C15 -4.681 3.379 -1.424
C16 -4.025 3.300 1.464
H26 -0.546 -5.965 -0.713
H27 -0.304 -5.392 0.940
H28 0.965 -5.157 -0.282
H29 -1.685 -2.901 -2.919
H30 -1.322 -4.636 -2.785
H31 0.007 -3.468 -2.935
H32 -3.332 -2.899 -0.029
H33 -2.756 -4.234 0.985
H34 -3.254 -4.542 -0.678
H35 -4.425 3.031 -2.433
H36 -4.359 4.425 -1.329
H37 -5.775 3.348 -1.316
H38 -3.347 4.162 1.449
H39 -3.786 2.701 2.350
H40 -5.052 3.681 1.570
H41 -6.030 1.039 0.122
H42 -4.703 0.134 0.903
H43 -4.866 0.124 -0.872
F1 3.697 3.843 3.377
C17 2.390 4.133 3.174
F2 1.853 4.571 4.325
F3 2.288 5.100 2.244
S1 1.491 2.573 2.557
O3 0.650 3.081 1.446
O4 2.423 1.515 2.223
N1 0.646 2.215 3.852
S2 -0.944 2.087 3.836
O5 -1.441 1.650 2.518
O6 -1.387 1.354 4.981
C18 -1.670 3.839 4.090
F4 -1.097 4.457 5.142
F5 -1.501 4.613 2.985
F6 -3.000 3.703 4.329

Results
LUMO energy (spin up / spin down) = -5.26 / -3.88 eV
Net charge = +1
E_HOMO (spin up / spin down) = -12.13 / -12.13 eV
Energy above the lowest of the compared OMol25 structures with the same formula, charge and spin = 39.07 kJ/mol
Multiplicity = 3
Kohn-Sham gap (spin up / spin down) = 6.87 / 8.26 eV

For reference, the Löwdin charges in units of e are: -0.270 -0.238 -0.218 -0.066 0.100 0.136 0.074 0.100 0.083 -0.213 -0.037 0.070 0.111 0.079 0.098 0.086 -0.267 -0.264 -0.067 0.124 0.104 0.066 0.085 0.072 -0.079 0.106 0.122 0.074 0.084 0.078 0.017 1.109 -0.169 0.500 0.038 -0.001 -0.184 -0.183 -0.175 -0.218 0.438 0.030 0.031 -0.178 -0.178 -0.179 0.045 0.037 0.007 0.029 0.042 0.018 0.015 0.033 0.040 0.033 0.039 0.044 0.035 0.014 0.060 0.046 0.035 0.038 0.145 -0.575 0.149 0.148 0.680 -0.405 -0.237 -0.271 0.690 -0.391 -0.205 -0.567 0.154 0.116 0.128


The following is a quantum chemistry calculation of 3 unconnected molecules or ions with the total composition C18H43N5O3P, from the OMol25 dataset.

Element x y z (Å)
C1 0.655 2.433 5.856
C2 0.408 1.942 4.434
O1 -0.957 1.597 4.191
C3 -1.856 2.664 4.182
C4 -2.044 3.218 2.774
N1 -1.028 4.197 2.373
N2 -0.150 3.961 1.369
C5 0.604 5.048 1.233
P1 1.917 5.268 -0.018
N3 1.766 4.387 -1.266
O2 3.207 5.056 0.868
O3 1.953 6.835 -0.242
N4 0.261 5.958 2.125
C6 -0.747 5.424 2.826
N5 -1.426 6.036 3.816
H1 -0.144 2.061 6.493
H2 0.634 3.520 5.925
H3 1.611 2.077 6.224
H4 0.760 2.664 3.691
H5 0.960 1.023 4.263
H6 -2.829 2.302 4.510
H7 -1.569 3.457 4.878
H8 -3.026 3.666 2.636
H9 -1.956 2.388 2.077
H10 -0.124 3.092 0.856
H11 0.948 3.798 -1.312
H12 4.013 5.112 0.331
H13 1.087 7.258 -0.188
H14 -1.607 5.616 4.708
H15 -1.624 7.016 3.716
C7 -0.805 -1.835 3.120
C8 0.629 -2.168 2.723
C9 1.169 -1.270 1.611
C10 0.405 -1.350 0.287
C11 0.328 -2.746 -0.325
C12 1.691 -3.332 -0.682
H16 -1.500 -1.983 2.291
H17 -1.144 -2.465 3.943
H18 -0.888 -0.795 3.445
H19 0.696 -3.218 2.429
H20 1.277 -2.059 3.597
H21 2.222 -1.507 1.440
H22 1.150 -0.229 1.960
H23 0.885 -0.677 -0.432
H24 -0.612 -0.969 0.427
H25 -0.279 -2.692 -1.231
H26 -0.199 -3.426 0.350
H27 2.221 -2.685 -1.383
H28 1.581 -4.310 -1.151
H29 2.321 -3.463 0.200
C13 -0.573 -1.590 -4.279
C14 -1.532 -2.674 -4.762
C15 -1.131 -4.077 -4.311
C16 0.231 -4.552 -4.821
C17 0.381 -4.552 -6.341
C18 -0.602 -5.480 -7.050
H30 0.432 -1.732 -4.680
H31 -0.912 -0.600 -4.589
H32 -0.508 -1.597 -3.189
H33 -1.610 -2.634 -5.851
H34 -2.533 -2.462 -4.379
H35 -1.905 -4.783 -4.620
H36 -1.119 -4.108 -3.215
H37 0.406 -5.566 -4.448
H38 1.021 -3.934 -4.386
H39 1.400 -4.858 -6.587
H40 0.269 -3.536 -6.730
H41 -0.487 -6.508 -6.700
H42 -0.434 -5.474 -8.127
H43 -1.637 -5.181 -6.879

Results
LUMO energy = -3.66 eV
Net charge = +1
E_HOMO = -12.26 eV
Multiplicity = 1
Kohn-Sham gap = 8.60 eV

For reference, the Löwdin charges in units of e are: -0.054 -0.242 -0.150 -0.195 -0.039 0.014 0.162 -0.282 0.464 -0.128 -0.111 -0.109 0.200 -0.348 0.206 0.091 0.068 0.084 0.103 0.115 0.143 0.109 0.142 0.140 0.189 -0.018 0.108 0.092 0.108 0.126 -0.101 -0.260 -0.230 -0.235 -0.265 -0.099 0.068 0.075 0.049 0.102 0.105 0.105 0.090 0.106 0.096 0.077 0.104 0.077 0.072 0.067 -0.106 -0.263 -0.227 -0.231 -0.269 -0.109 0.068 0.069 0.051 0.100 0.104 0.103 0.098 0.110 0.096 0.105 0.098 0.076 0.070 0.065